A molecular structure, C38H42FGe2N5O5Pb. Source: the Open Molecules 2025 dataset; level of theory: ωB97M-V/def2-TZVPD.

Geometry (Å):
Pb 1.51730 -3.12595 -1.06976
F -1.21317 2.74818 -3.87087
C -1.86496 1.80174 -3.16701
C -1.11936 0.83671 -2.56310
C -1.73282 -0.13766 -1.76315
C -0.94666 -1.16722 -1.11668
O 0.28845 -1.28000 -1.43967
C -1.62435 -1.96069 -0.15999
C -2.99583 -1.85397 -0.06770
N -3.74331 -1.03134 -0.80369
C -5.19316 -1.11141 -0.70522
C -5.96463 -1.51664 -1.92684
C -5.82844 -2.46466 -0.77531
C -3.12528 -0.09209 -1.61842
C -3.87834 0.88708 -2.27680
C -3.27853 1.86206 -3.06153
N -4.05062 2.82076 -3.72143
C -5.26754 3.33854 -3.11593
C -6.39712 3.31531 -4.14602
N -5.81055 3.60679 -5.50839
C -4.61950 4.51025 -5.39351
C -3.48571 3.74685 -4.70558
C -0.99516 -2.90657 0.83331
O -1.58770 -3.18896 1.84096
O 0.20445 -3.38259 0.55459
H -0.04569 0.84155 -2.68320
H -3.52476 -2.48210 0.63682
H -5.61773 -0.37827 -0.03041
H -5.40162 -1.73810 -2.82306
H -6.92247 -1.04511 -2.09274
H -5.18529 -3.32265 -0.90877
H -6.68492 -2.64042 -0.14280
H -4.95092 0.85091 -2.18069
H -5.10415 4.35705 -2.74782
H -5.56797 2.74997 -2.25493
H -7.14728 4.07703 -3.93876
H -6.88449 2.34404 -4.21189
H -6.52161 4.01581 -6.11964
H -5.51613 2.72823 -5.94281
H -4.94944 5.38504 -4.83548
H -4.32322 4.82981 -6.39074
H -2.80556 4.48337 -4.26886
H -2.92896 3.17928 -5.45035
O 3.14438 -2.37904 0.73207
N 2.78730 -3.10557 1.80720
N 1.92256 -2.49785 2.46820
O 1.49635 -1.33569 2.04310
C 1.41995 -3.03762 3.69894
C 2.20209 -3.94598 4.39723
C 1.70075 -4.44302 5.58698
C 0.45612 -4.03041 6.04855
C -0.30164 -3.11709 5.32644
C 0.17864 -2.60313 4.13466
H 3.17314 -4.24252 4.02983
H 2.28675 -5.14880 6.15793
H 0.07484 -4.42407 6.97983
H -1.27157 -2.81021 5.68773
H -0.39824 -1.90415 3.54964
C 6.30478 1.04654 0.14113
Ge 5.47236 -0.64802 -0.31952
C 6.46953 -2.23596 0.16111
C 4.78451 -0.73222 -2.13830
Ge 3.11272 -0.40986 1.34140
C 3.95824 -0.20123 3.07125
C 3.14245 0.29995 4.08931
C 3.65229 0.44880 5.36965
C 4.96556 0.09682 5.64153
C 5.77976 -0.39814 4.63446
C 5.27760 -0.54442 3.34976
C 2.07638 0.98685 0.49091
C 2.62230 1.81907 -0.48297
C 1.94679 2.96080 -0.88866
C 0.72955 3.28336 -0.30967
C 0.17349 2.45415 0.65288
C 0.83619 1.30382 1.05373
H 7.25294 1.05883 -0.40364
H 6.51739 1.12543 1.20408
H 5.71193 1.90086 -0.17509
H 7.32790 -2.25659 -0.51570
H 5.88631 -3.14066 0.01354
H 6.84297 -2.21045 1.17932
H 5.66716 -0.80754 -2.77885
H 4.22787 0.15563 -2.42288
H 4.17569 -1.61660 -2.32325
H 2.11477 0.58069 3.89271
H 3.02190 0.84078 6.15530
H 5.35771 0.21343 6.64208
H 6.80373 -0.66824 4.84867
H 5.92300 -0.93081 2.57835
H 3.57885 1.59159 -0.92829
H 2.37865 3.60598 -1.64106
H 0.21857 4.19024 -0.60156
H -0.77492 2.70888 1.10615
H 0.38636 0.66343 1.79767

Calculated values
Spin multiplicity: 2
Total energy, eV: -178746.2962
Charge: +3